No. 1
The following is a DFT calculation (ωB97M-V with the def2-TZVPD basis set) of C46H36CrF12N5O3P as an isolated structure.

```
! RIJCOSX wB97M-V def2-TZVPD def2/J DEFGRID3
* xyz -2 5
Cr -0.22591 0.26015 -0.09558
C 1.80165 5.71715 3.82829
C 1.64029 4.43606 3.04904
C 2.71304 3.83625 2.39400
C 2.55508 2.62932 1.75058
C 1.33561 1.91990 1.72785
N 1.30547 0.64912 1.13958
C 2.49495 -0.07394 1.15900
C 3.24239 -0.08620 2.35530
C 4.46560 -0.70371 2.47799
C 5.03825 -1.35797 1.38939
C 6.40806 -1.99074 1.46673
C 4.29048 -1.39755 0.22579
C 3.02229 -0.81417 0.07986
C 2.29540 -0.96215 -1.28115
O 1.06306 -0.42631 -1.40073
C 2.14623 -2.47945 -1.69261
F 1.20663 -3.06393 -0.94332
F 1.75279 -2.56677 -2.97368
F 3.24171 -3.25753 -1.58398
C 3.17692 -0.25473 -2.38179
F 3.71334 0.87979 -1.91614
F 2.47593 0.06896 -3.46771
F 4.20867 -1.02384 -2.80628
C 0.21992 2.59797 2.25184
C 0.41636 3.80315 2.93767
C -1.22590 2.08160 2.09393
O -1.39516 1.04404 1.24823
C -1.71505 1.57378 3.50521
F -0.74615 0.84440 4.09394
F -2.78304 0.78095 3.40581
F -2.03144 2.54399 4.38242
C -2.17993 3.24745 1.59030
F -1.64884 3.88079 0.54494
F -2.47353 4.20433 2.50226
F -3.35307 2.74127 1.19952
H 2.26212 5.54113 4.80600
H 0.83564 6.19551 4.00335
H 2.43607 6.43043 3.29446
H 3.68068 4.33134 2.36804
H 3.40000 2.18950 1.23479
H 2.81817 0.43075 3.20899
H 4.98573 -0.67341 3.43310
H 6.69902 -2.16846 2.50516
H 7.17729 -1.35487 1.01779
H 6.43573 -2.94958 0.94341
H 4.72513 -1.90343 -0.62495
H -0.44298 4.28184 3.38846
C 1.31548 -2.92439 3.37344
C 0.61204 -2.82648 2.02178
C 0.20090 -4.20918 1.51285
C -0.55538 -1.84131 2.11800
C -1.73482 -2.38179 2.91996
O -2.88706 -2.08372 2.14132
C -2.47429 -1.59427 0.92783
N -1.14658 -1.48826 0.81769
C -3.54550 -1.31439 0.04946
C -4.87533 -1.69790 0.45456
C -5.95808 -1.53566 -0.35932
C -5.82154 -0.98461 -1.65929
C -4.56124 -0.58689 -2.06694
C -3.43668 -0.68917 -1.24920
P -1.80792 -0.29242 -1.86969
C -1.46573 -1.77718 -2.91478
C -1.39160 -1.77232 -4.30326
C -1.23670 -2.96164 -5.01210
C -1.16158 -4.17085 -4.33969
C -1.24858 -4.18479 -2.95324
C -1.40017 -3.00046 -2.24873
C -1.93142 1.09966 -3.03382
C -0.82685 1.36273 -3.84769
C -0.78058 2.51506 -4.61777
C -1.81879 3.43604 -4.55876
C -2.89247 3.20664 -3.71216
C -2.94763 2.04645 -2.94860
H 2.22584 -3.52608 3.30009
H 0.66071 -3.39351 4.12042
H 1.59705 -1.93655 3.74135
H 1.31233 -2.41037 1.30055
H -0.18621 -4.83744 2.32193
H 1.05604 -4.72644 1.07167
H -0.56868 -4.13206 0.73858
H -0.18740 -0.92842 2.59110
H -1.83613 -1.90044 3.89258
H -1.68920 -3.46334 3.06202
H -5.00692 -2.14318 1.43031
H -6.93447 -1.85383 -0.00749
H -6.67694 -0.86744 -2.31286
H -4.43968 -0.17818 -3.06344
H -1.46611 -0.84441 -4.85160
H -1.17694 -2.93354 -6.09460
H -1.03451 -5.09589 -4.89010
H -1.18721 -5.12185 -2.41114
H -1.45708 -3.02089 -1.16483
H 0.02478 0.69178 -3.82512
H 0.09324 2.71774 -5.22490
H -1.76303 4.35860 -5.12232
H -3.67112 3.95278 -3.61274
H -3.76286 1.89622 -2.25317
N 0.11932 2.04699 -0.92544
C 0.31220 3.08412 -1.40983
N 0.66524 4.19039 -1.95132
C -0.07556 5.21621 -2.29175
N -0.63335 6.17798 -2.63489
*
```

Its HOMO-LUMO gap (alpha / beta) is 4.466 / 6.465 eV.

No. 2
The following is a DFT calculation (ωB97M-V with the def2-TZVPD basis set) of C46H36GeN6O4S4Tc as an isolated structure at a distorted geometry.

```
! RIJCOSX wB97M-V def2-TZVPD def2/J DEFGRID3
* xyz 1 1
Tc -0.39202 -0.13719 0.26745
O 2.47559 -2.48760 6.02961
C 1.93075 -1.96764 5.10380
S 2.73409 -0.86382 3.96296
C 1.34070 -0.58304 2.94366
C 0.18810 -1.22460 3.27892
S -1.27496 -1.01682 2.40726
S 0.22577 -2.26787 4.67263
S 1.43558 0.53388 1.64949
C -3.41483 -2.17272 -2.22908
C -2.27713 -1.85549 -1.31266
N -1.82947 -0.58180 -1.07044
O -2.40279 0.39733 -1.87741
C -1.57023 -2.79687 -0.62493
C -1.88264 -4.22989 -0.37565
N -0.47805 -2.17948 -0.00481
O 0.48014 -2.75862 0.83418
H -3.71577 -1.29279 -2.78822
H -4.26940 -2.53218 -1.65404
H -3.13023 -2.95722 -2.93068
H -2.86037 0.99351 -1.27223
H -2.49634 -4.62127 -1.18452
H -2.42358 -4.35162 0.56548
H -0.96891 -4.81869 -0.31654
C -2.12847 13.00928 -3.54188
O -1.33495 12.01797 -4.17150
C -1.28674 10.79410 -3.62263
C -0.45841 9.86294 -4.25717
C -0.33552 8.58912 -3.75879
C -1.03798 8.19451 -2.61343
C -1.87046 9.12415 -1.99550
C -1.99937 10.41046 -2.48872
C -0.88398 6.83409 -2.12117
N -0.10630 5.91199 -2.64627
C -0.28119 4.79752 -1.88531
C -1.18916 5.03962 -0.86527
N -1.56317 6.34464 -1.03207
C -1.58698 4.06163 0.08174
C -2.47770 4.27293 1.14539
C -2.78835 3.21502 1.96236
C -2.20961 1.96816 1.72517
N -1.34375 1.74472 0.74631
C -1.02380 2.77820 -0.07441
C -0.07434 2.50976 -1.11399
N 0.41914 1.24874 -1.17188
C 1.33276 0.97430 -2.08732
C 1.79605 1.91502 -3.00602
C 1.28773 3.18961 -2.98258
C 0.32262 3.51091 -2.01842
H -1.98683 13.91596 -4.12167
H -1.80513 13.18436 -2.51305
H -3.18748 12.74038 -3.54929
H 0.07643 10.16956 -5.14608
H 0.30672 7.86518 -4.24139
H -2.43984 8.86884 -1.10943
H -2.66022 11.10609 -1.99117
H -2.21989 6.85545 -0.47117
H -2.89762 5.25371 1.32668
H -3.46631 3.32211 2.79683
H -2.44281 1.13176 2.36872
H 1.73122 -0.02953 -2.08764
H 2.55167 1.62081 -3.72098
H 1.61520 3.95771 -3.67063
C 0.82623 -1.84913 -0.30713
Ge 2.10061 -3.06918 -1.35916
C 3.07834 -3.80121 0.17558
C 2.61525 -4.93993 0.83231
C 3.27540 -5.42814 1.94909
C 4.40698 -4.78114 2.42717
C 4.85407 -3.62621 1.80355
C 4.19156 -3.13712 0.68705
C 1.02258 -4.37526 -2.36381
C 0.03286 -3.95341 -3.24992
C -0.67619 -4.87479 -4.00463
C -0.40777 -6.23103 -3.87714
C 0.59111 -6.65971 -3.01545
C 1.31129 -5.73517 -2.27160
C 3.17496 -2.08090 -2.67282
C 2.56132 -1.40437 -3.72650
C 3.32229 -0.77343 -4.69861
C 4.70865 -0.81620 -4.63257
C 5.32954 -1.50664 -3.60285
C 4.56627 -2.14152 -2.63281
H 1.71954 -5.44485 0.49009
H 2.89978 -6.31108 2.44984
H 4.93193 -5.17148 3.28898
H 5.71609 -3.09844 2.19068
H 4.53506 -2.21776 0.22596
H -0.18493 -2.89533 -3.35205
H -1.43571 -4.53858 -4.70036
H -0.96955 -6.95057 -4.45825
H 0.81129 -7.71568 -2.92610
H 2.10881 -6.07261 -1.62023
H 1.47876 -1.38192 -3.80412
H 2.83641 -0.25890 -5.51888
H 5.30168 -0.32123 -5.39039
H 6.40990 -1.55459 -3.55896
H 5.05759 -2.70084 -1.84598
*
```

Its HOMO-LUMO gap (alpha / beta) is 4.961 / 4.956 eV. Its energy above the lowest of the compared OMol25 structures with the same formula, charge and spin is 1.678 eV.

No. 3
The following is a DFT calculation (ωB97M-V with the def2-TZVPD basis set) of C46H36IN13O2S2V as an isolated structure.

```
! RIJCOSX wB97M-V def2-TZVPD def2/J DEFGRID3
* xyz 0 4
V 0.41966 -0.42462 0.91556
C 3.08347 -4.26453 0.30947
C 1.87916 -3.38487 0.46568
N 1.94324 -2.11839 0.67508
N 3.24465 -1.63053 0.80500
C 3.29789 -0.32435 0.66632
O 2.31263 0.44521 0.41115
C 4.63567 0.30590 0.89536
C 4.79110 1.67052 0.67260
C 6.00770 2.28733 0.92282
C 7.07704 1.54373 1.40060
C 6.92802 0.18091 1.62221
C 5.71430 -0.43726 1.37003
C 0.54373 -4.02695 0.41941
C 0.39116 -5.36651 0.77614
C -0.87559 -5.91967 0.76910
C -1.94765 -5.12978 0.39114
C -1.69778 -3.81287 0.03814
N -0.48474 -3.26649 0.04851
H 3.94139 -3.67901 -0.00058
H 2.88350 -5.05309 -0.41622
H 3.33072 -4.74185 1.26213
H 3.95037 2.23650 0.29441
H 6.12131 3.34896 0.74476
H 8.02634 2.02476 1.59935
H 7.76118 -0.40086 1.99572
H 5.58152 -1.49635 1.54253
H 1.24679 -5.95398 1.07656
H -1.02399 -6.95158 1.06004
H -2.95824 -5.51424 0.37714
H -2.51566 -3.15422 -0.24265
S -3.33477 -0.35203 0.60025
C -2.54723 -1.26132 1.79699
N -1.25243 -1.36341 2.04872
C -0.99627 -2.30233 3.05052
C 0.26404 -2.71428 3.48822
C 0.35921 -3.67239 4.48170
C -0.78116 -4.24003 5.04893
C -2.03743 -3.86272 4.60981
C -2.13182 -2.90349 3.60953
S -3.54402 -2.28576 2.82017
H 1.15831 -2.30378 3.04518
H 1.33913 -3.98716 4.81837
H -0.68401 -4.98742 5.82548
H -2.92986 -4.31030 5.02793
C -1.29960 -2.13065 -4.16707
N -0.54498 -1.46627 -3.12554
C -0.93571 -1.05861 -1.91853
N 0.09347 -0.53564 -1.27481
C 1.11892 -0.65887 -2.16437
N 0.77747 -1.22139 -3.29498
C -2.30279 -1.24250 -4.86580
C -3.24633 -1.82297 -5.70745
C -4.13430 -1.03497 -6.42272
C -4.10489 0.34485 -6.29210
C -3.18002 0.92456 -5.43299
C -2.27590 0.13483 -4.72853
C -3.15936 2.37532 -5.25371
N -3.53676 3.30498 -6.05793
N -3.32340 4.50810 -5.39291
C -2.83843 4.20511 -4.24145
O -2.70744 2.86596 -4.07178
C -2.46968 5.08444 -3.13406
C -2.24488 6.43954 -3.36387
C -1.92242 7.26352 -2.30108
C -1.83296 6.74610 -1.01395
C -2.07066 5.40017 -0.77976
C -2.03144 4.83800 0.62125
N -1.11355 3.72280 0.76245
C -1.36910 2.41538 0.70796
N -0.24234 1.73728 0.83734
C 0.69780 2.71779 0.97986
N 0.21076 3.93312 0.93238
C -2.38307 4.56967 -1.84742
H -1.79144 -3.01001 -3.74789
H -0.55205 -2.47720 -4.87998
H -1.93578 -1.14683 -1.51993
H 2.12055 -0.32767 -1.95059
H -3.28373 -2.90187 -5.80618
H -4.86145 -1.49873 -7.07567
H -4.79734 0.97470 -6.83355
H -1.55461 0.60607 -4.07366
H -2.32257 6.82711 -4.37048
H -1.73402 8.31476 -2.47292
H -1.57374 7.39659 -0.18736
H -3.01912 4.48021 0.91584
H -1.71982 5.60088 1.33156
H -2.34767 1.97109 0.60207
H 1.74268 2.50279 1.11217
H -2.56814 3.51504 -1.68177
I 4.58581 0.65514 5.39814
C 2.60922 0.79295 4.76711
C 1.65143 1.45554 5.51483
C 0.35960 1.51058 5.01705
C 0.08438 0.92782 3.79342
N 1.00758 0.28952 3.07447
C 2.24587 0.21196 3.56323
H 1.90378 1.91236 6.46206
H -0.42746 2.00555 5.56847
H -0.91113 0.95167 3.36758
H 2.97017 -0.34509 2.98425
*
```

Its HOMO-LUMO gap (alpha / beta) is 7.130 / 7.440 eV. Its energy above the lowest of the compared OMol25 structures with the same formula, charge and spin is 0.016 eV.

No. 4
The following is a DFT calculation (ωB97M-V with the def2-TZVPD basis set) of C46H36N2O5P2S2W as an isolated structure.

```
! RIJCOSX wB97M-V def2-TZVPD def2/J DEFGRID3
* xyz 2 1
W -0.46606 -0.88939 1.02570
O 0.90517 1.68734 2.83767
S 0.50769 1.46440 1.44622
C -0.66733 2.75740 1.02604
C -0.37196 4.05288 1.42089
C -1.31556 5.04710 1.22938
C -2.54572 4.73783 0.65692
C -2.82931 3.43902 0.26996
C -1.88035 2.43039 0.43838
P -2.24623 0.72555 -0.06322
C -3.88465 0.44324 0.64325
C -4.88361 -0.22483 -0.05390
C -6.10542 -0.46600 0.56123
C -6.32876 -0.04102 1.86101
C -5.33340 0.63855 2.55424
C -4.11238 0.87772 1.95040
C -2.39754 0.74735 -1.86622
C -2.30161 1.92415 -2.60509
C -2.36401 1.88128 -3.98945
C -2.52363 0.66873 -4.64317
C -2.62866 -0.50646 -3.91082
C -2.56286 -0.47244 -2.52711
C 1.92641 1.99415 0.45348
C 2.82770 2.77309 1.16469
C 3.91463 3.34305 0.52220
C 4.09217 3.12819 -0.83557
C 3.20791 2.31607 -1.53080
C 2.11612 1.71454 -0.90451
P 0.97728 0.69040 -1.92083
C 0.81191 -0.67405 -0.70324
C -0.12908 -2.75620 -1.72705
C 0.08111 -3.86432 -1.04947
C 0.29901 -3.82963 0.44080
C 1.66188 -3.21705 0.84945
C 2.01215 -1.29301 -0.00123
C 2.09273 -0.11350 -3.12917
C 1.54669 -0.32528 -4.39363
C 2.25721 -1.02500 -5.36141
C 3.52035 -1.51447 -5.07015
C 4.07652 -1.29985 -3.81290
C 3.36965 -0.60469 -2.84662
H 0.57246 4.27434 1.90088
H -1.10236 6.05993 1.54186
H -3.28872 5.51206 0.52206
H -3.79467 3.19632 -0.15762
H -4.72321 -0.55262 -1.07146
H -6.88613 -0.97931 0.01633
H -7.28449 -0.22565 2.33265
H -5.51471 0.98798 3.56204
H -3.34338 1.42439 2.48629
H -2.15373 2.87495 -2.11446
H -2.28894 2.79944 -4.55647
H -2.57796 0.63996 -5.72352
H -2.77439 -1.45097 -4.41931
H -2.64590 -1.38911 -1.95783
H 2.67573 2.92432 2.22502
H 4.60860 3.95493 1.08131
H 4.92669 3.57799 -1.35625
H 3.37487 2.13465 -2.58450
H -0.28029 -2.65254 -2.79305
H 0.12819 -4.81340 -1.56501
H 0.24196 -4.84352 0.83667
H 2.11497 -3.81344 1.63849
H 2.73987 -0.49767 0.14735
H 0.55976 0.06436 -4.61884
H 1.82735 -1.17596 -6.34253
H 4.08051 -2.05264 -5.82284
H 5.07176 -1.66554 -3.59466
H 3.82962 -0.41558 -1.88252
O -0.65330 -3.03059 1.15127
S -2.54972 -3.06124 1.11156
O -2.87229 -2.91591 -0.28428
O -2.36662 -1.72932 1.81623
O -0.26286 -1.55316 -1.03121
C 4.03389 -2.61770 0.37421
C 4.34428 -2.11963 1.58226
C 3.45880 -1.59220 2.61718
C 2.12680 -1.45653 2.52922
N 1.45015 -1.78788 1.30990
C 2.64872 -2.69209 -0.21678
C 1.18771 -1.06023 3.58157
C 1.54079 -0.94711 4.91923
C 0.58807 -0.56069 5.84111
C -0.71321 -0.32061 5.41852
C -1.01102 -0.47249 4.08480
N -0.08713 -0.82465 3.17646
H 4.84501 -2.97394 -0.24849
H 5.39209 -2.12045 1.85444
H 3.93936 -1.30777 3.54404
H 2.63623 -3.13351 -1.20714
H 2.54880 -1.16961 5.23572
H 0.85229 -0.46242 6.88522
H -1.48478 -0.02731 6.11488
H -2.01172 -0.32591 3.70366
*
```

Its HOMO-LUMO gap (alpha / beta) is 6.918 / 7.004 eV. Its energy above the lowest of the compared OMol25 structures with the same formula, charge and spin is 3.592 eV.

No. 5
The following is a DFT calculation (ωB97M-V with the def2-TZVPD basis set) of C46H37CdN4O4 as an isolated structure at a distorted geometry.

```
! RIJCOSX wB97M-V def2-TZVPD def2/J DEFGRID3
* xyz -1 1
Cd 0.40452 1.16650 0.30866
O -0.38818 -0.69610 4.75196
C 0.83682 -1.24270 4.75476
C 1.10342 -2.35190 5.55996
C 2.36862 -2.90410 5.58946
C 3.39052 -2.37770 4.80926
C 3.13442 -1.29680 3.99216
C 1.87192 -0.71440 3.96296
C 1.59872 0.42260 3.06096
O 0.45922 0.96940 3.02386
N 2.65092 0.84660 2.36686
N 2.35742 1.70500 1.40666
C 3.22712 2.55800 0.99576
C 2.80722 3.56110 0.05136
C 3.66132 4.58690 -0.38214
C 3.13782 5.60230 -1.15744
C 1.79042 5.57250 -1.48814
C 1.02782 4.49310 -1.05654
N 1.51872 3.52650 -0.31304
H -0.32778 0.06560 4.09436
H 0.30422 -2.75910 6.16276
H 2.56272 -3.75600 6.22806
H 4.38062 -2.81190 4.84136
H 3.89702 -0.86700 3.36056
H 4.23372 2.60860 1.41806
H 4.70452 4.58300 -0.09514
H 3.77402 6.41400 -1.48524
H 1.33842 6.36540 -2.06144
H -0.02138 4.39520 -1.30234
O -1.00928 2.13790 -0.77134
C -2.33888 1.87050 -0.68974
C -2.79148 1.50320 0.77496
C -2.49338 0.07450 1.07546
C -3.50758 -0.83530 1.36616
C -3.15928 -2.12450 1.72736
C -1.83008 -2.49560 1.69746
C -0.87528 -1.56790 1.27086
C 0.54572 -1.95830 1.06326
C 1.09452 -1.75210 -0.41524
O 1.04122 -0.47170 -0.83874
C 2.55462 -2.25320 -0.31594
C 2.85352 -3.58080 -0.03394
C 4.16742 -3.99240 0.09476
C 5.20172 -3.08650 -0.07404
C 4.91212 -1.77360 -0.40184
C 3.59712 -1.36040 -0.52204
C 0.43432 -2.68070 -1.44444
C 0.89532 -2.60890 -2.75834
C 0.40062 -3.45090 -3.73734
C -0.58058 -4.38090 -3.42864
C -1.06748 -4.43820 -2.13684
C -0.55798 -3.60470 -1.15534
N -1.21838 -0.30570 1.03986
C -2.81288 0.73390 -1.61034
C -1.88258 -0.05740 -2.27074
C -2.30108 -1.04440 -3.14474
C -3.64938 -1.25620 -3.36514
C -4.58248 -0.47120 -2.70944
C -4.16898 0.52130 -1.83904
C -2.98648 3.17250 -1.17664
C -3.64388 4.10010 -0.37944
C -4.06868 5.30800 -0.91244
C -3.82458 5.61920 -2.23634
C -3.12298 4.72130 -3.02654
C -2.70958 3.51470 -2.50054
H -3.85808 1.68520 0.90786
H -2.20518 2.15010 1.43256
H -4.54408 -0.53510 1.33456
H -3.91568 -2.83360 2.03246
H -1.52398 -3.48380 2.01086
H 0.70442 -2.98940 1.38356
H 1.18912 -1.30490 1.65146
H 2.05462 -4.30230 0.08576
H 4.39182 -5.02420 0.33526
H 6.22882 -3.41210 0.02676
H 5.72042 -1.07060 -0.55654
H 3.34992 -0.33700 -0.77464
H 1.64322 -1.87090 -3.00874
H 0.77842 -3.39320 -4.75144
H -0.95928 -5.05770 -4.18484
H -1.84668 -5.14470 -1.88034
H -0.95778 -3.68420 -0.16024
H -0.82718 0.11190 -2.09514
H -1.57288 -1.64600 -3.66704
H -3.97418 -2.02180 -4.05574
H -5.63748 -0.62440 -2.89224
H -4.90738 1.14760 -1.35084
H -3.82908 3.89540 0.66466
H -4.59968 6.01070 -0.28514
H -4.18078 6.55180 -2.65364
H -2.90198 4.96830 -4.05674
H -2.13918 2.82430 -3.10594
*
```

Its HOMO-LUMO gap is 7.577 eV.